Below is a structure of composition C32H35Cl2N6NiO4Se3, with properties calculated with wB97M-V/def2-TZVPD.

Summary:
net charge	-1
M	934.15	g mol⁻¹
E_tot	-11502.95924	hartree

Geometry as XYZ:
```
83
Properties=species:S:1:pos:R:3:mulliken_charge:R:1
C 0.71 3.11 -3.81 -1.06
Se -1.35 1.64 0.42 -0.20
H -5.43 0.37 -2.39 0.47
H -3.73 -5.22 4.86 0.36
H 2.28 3.71 -5.14 0.46
Se 5.00 1.40 -2.54 0.16
C -0.96 -3.20 2.75 0.60
C 2.72 4.63 1.13 0.51
N 4.24 2.39 -3.81 -0.85
C 2.74 3.04 3.08 -0.74
H 0.85 -2.08 3.09 0.17
N 1.22 1.61 -1.97 1.19
H -0.09 3.65 -4.30 0.50
Ni 0.21 0.07 -0.75 0.34
H 1.50 6.95 -0.77 0.42
O -4.94 2.37 -2.66 -0.54
C -2.78 0.45 -2.76 -1.57
C 3.51 4.44 -1.09 -0.26
H -0.38 -1.88 4.35 0.42
H -0.44 -5.35 -0.79 0.29
H -0.66 2.24 -2.35 -0.16
C -1.56 -4.63 0.89 1.19
C -4.96 1.20 -1.84 -1.53
H -2.59 1.37 -3.31 0.55
H 2.80 2.96 4.16 0.37
C -3.53 0.80 -1.47 2.66
H -3.43 -0.15 -3.40 0.46
H 4.04 -1.34 2.26 0.51
H 4.08 3.07 0.46 0.42
C -2.89 2.00 -0.75 -1.90
H 1.07 2.33 1.05 0.47
C 3.42 -0.50 2.02 -1.39
Se -1.13 -0.63 -2.67 -0.28
N 3.49 1.10 -1.66 0.03
Cl 1.96 -1.76 -2.50 -0.08
H -3.01 -6.14 1.32 0.33
H -5.52 1.38 -0.92 0.48
O 1.22 -3.29 0.23 -1.05
O -4.23 -0.07 0.72 -0.67
H -4.41 -6.03 3.45 0.36
C 2.47 -0.61 1.02 0.03
H -2.17 -5.73 -0.85 0.37
C 1.98 3.15 -4.27 -0.71
N 2.03 5.72 0.78 -0.63
H -2.63 2.75 -1.49 0.61
C -3.65 -0.42 -0.54 -0.60
O -0.31 -1.64 0.22 0.17
C -2.42 -5.33 1.73 -0.96
C 0.11 -2.79 0.52 -0.13
C 3.52 0.70 2.71 -0.52
C -3.48 -5.78 3.97 -1.49
C -0.22 -2.00 3.28 -1.03
C -1.43 -4.98 -0.57 -1.49
C 3.50 3.94 0.20 -0.07
H -2.67 -0.87 -0.39 -0.37
H -3.64 2.46 -0.10 0.37
H -3.02 -6.72 4.28 0.27
H 4.12 3.97 -1.86 0.57
N 1.65 0.40 0.70 1.72
C -0.82 -3.57 1.42 0.60
H 2.61 5.12 3.23 0.38
H -3.51 0.31 1.23 0.39
H -1.94 -3.63 4.60 0.29
C -2.56 -5.00 3.07 0.77
C 1.78 1.55 1.34 -0.78
H -4.30 -1.17 -1.00 0.55
N 2.79 5.50 -1.46 -0.65
H -1.59 -4.09 -1.19 0.22
H 4.23 0.81 3.52 0.52
C 2.96 2.41 -3.53 0.62
C 2.70 1.76 2.36 0.16
H 3.10 -3.80 -2.54 0.43
H 2.31 -1.54 0.49 -0.02
C 2.97 -3.02 -1.80 0.24
C 2.54 1.68 -2.35 -0.18
H -5.86 2.61 -2.85 0.32
Cl 4.59 -2.44 -1.32 -0.23
H -0.57 -1.09 2.78 0.08
C 0.37 2.31 -2.67 -0.09
C -1.83 -3.92 3.57 -1.18
C 2.69 4.26 2.56 -0.57
H 2.45 -3.37 -0.90 -0.16
C 2.09 6.08 -0.49 -0.27
```